{"formula": "C30H27IrN2P2S", "method": "ωB97M-V/def2-TZVPD", "symbols": ["Ir", "C", "N", "P", "C", "C", "C", "C", "C", "C", "C", "C", "C", "C", "C", "C", "P", "C", "C", "C", "C", "C", "C", "C", "C", "C", "C", "C", "C", "H", "H", "H", "H", "H", "H", "H", "H", "H", "H", "H", "H", "H", "H", "H", "H", "H", "H", "H", "H", "H", "H", "H", "S", "C", "C", "C", "C", "C", "N", "H", "H", "H", "H"], "positions_angstrom": [[-1.495838, 0.069899, -1.217750], [1.521724, -2.578359, 1.436023], [1.010528, -1.551134, 0.501310], [1.499130, -1.683840, -1.112462], [3.292803, -1.763582, -1.206208], [3.817057, -2.131116, -2.453468], [5.186624, -2.152096, -2.636802], [6.027015, -1.848565, -1.571081], [5.501150, -1.494050, -0.329865], [4.134424, -1.473171, -0.127228], [1.017160, -0.059965, -1.822112], [0.183208, -0.009365, -2.968433], [-0.018317, 1.221857, -3.616214], [0.541477, 2.378832, -3.100021], [1.324813, 2.326874, -1.947592], [1.582966, 1.117641, -1.318420], [-0.511131, -0.745670, 0.812676], [-0.136940, 0.762188, 1.738339], [-1.256832, 1.588315, 1.916290], [-1.164232, 2.734662, 2.685849], [0.050876, 3.069730, 3.273493], [1.160536, 2.255331, 3.095234], [1.074576, 1.101215, 2.329808], [-1.396988, -1.815265, 1.951105], [-2.234010, -2.806115, 1.432144], [-2.877721, -3.677457, 2.294923], [-2.694401, -3.552203, 3.666288], [-1.866266, -2.560854, 4.181720], [-1.221262, -1.680015, 3.330579], [2.174368, -3.273710, 0.909266], [0.707412, -3.141081, 1.885903], [2.089643, -2.108510, 2.240206], [3.156591, -2.402833, -3.269691], [5.595260, -2.426039, -3.599611], [7.099712, -1.903653, -1.701305], [6.161800, -1.235688, 0.486782], [3.744374, -1.200984, 0.843784], [-0.112422, -0.926152, -3.467503], [-0.571662, 1.252004, -4.546557], [0.401623, 3.319484, -3.616583], [1.762812, 3.233651, -1.550186], [2.255471, 1.083962, -0.470442], [-2.210991, 1.294467, 1.488471], [-2.035991, 3.355195, 2.847692], [0.126243, 3.963090, 3.878734], [2.097276, 2.515857, 3.570050], [1.950435, 0.473569, 2.209988], [-2.372765, -2.897955, 0.359985], [-3.523242, -4.450108, 1.899890], [-3.212487, -4.222455, 4.339208], [-1.727010, -2.468537, 5.250317], [-0.586896, -0.901757, 3.735511], [-3.499214, -0.494773, -2.547863], [-3.816092, 1.183185, -2.293644], [-4.910199, 1.878891, -2.808880], [-5.020769, 3.229265, -2.509367], [-4.060039, 3.827803, -1.702583], [-2.992520, 3.065405, -1.219391], [-2.873129, 1.781553, -1.514953], [-5.644181, 1.368769, -3.418840], [-5.847570, 3.809149, -2.898257], [-4.127339, 4.875892, -1.444460], [-2.230608, 3.499350, -0.583800]], "forces_ev_per_angstrom": [[0.1, 0.0, 0.2], [0.1, -0.1, 0.4], [-0.1, -0.2, -1.0], [0.7, 0.8, 0.7], [-0.5, -0.3, 0.0], [-0.1, 0.0, -0.1], [0.0, 0.0, 0.0], [0.0, 0.0, 0.0], [0.0, 0.0, 0.1], [0.1, 0.1, 0.0], [-0.4, -0.3, -0.2], [0.2, -0.1, -0.2], [0.0, 0.1, 0.0], [-0.1, -0.1, -0.1], [0.0, 0.0, 0.1], [0.1, 0.2, 0.0], [-0.1, 0.2, 0.8], [-0.3, 0.0, -0.2], [0.1, -0.1, 0.0], [0.0, 0.0, 0.0], [-0.1, 0.0, 0.0], [0.1, 0.1, 0.1], [0.1, -0.1, -0.1], [-0.1, 0.2, -0.5], [0.1, 0.0, 0.0], [0.0, 0.0, -0.1], [0.0, 0.0, 0.0], [0.0, 0.0, 0.0], [0.1, 0.0, 0.0], [0.0, 0.1, 0.0], [-0.1, 0.0, -0.1], [0.0, 0.1, -0.1], [0.0, 0.0, 0.0], [0.0, 0.0, 0.0], [0.0, 0.1, 0.0], [0.0, 0.0, 0.0], [0.0, 0.0, 0.0], [0.0, 0.0, 0.0], [0.0, 0.0, 0.0], [0.0, 0.0, 0.0], [0.0, 0.0, 0.0], [-0.1, 0.0, 0.0], [-0.1, 0.1, 0.0], [0.0, 0.0, 0.0], [0.0, 0.0, 0.0], [0.0, 0.0, 0.0], [0.0, 0.0, 0.0], [0.0, 0.0, 0.0], [0.0, 0.0, 0.0], [0.0, 0.0, 0.0], [0.0, 0.0, 0.0], [0.0, 0.0, 0.0], [0.1, 0.3, 0.1], [-0.1, -0.4, -0.1], [-0.1, 0.0, 0.0], [0.1, 0.1, 0.1], [-0.2, -0.1, -0.1], [0.2, 0.0, 0.1], [0.4, -0.2, 0.2], [0.0, 0.0, 0.0], [0.0, 0.0, 0.0], [0.0, 0.0, 0.0], [0.0, 0.0, 0.0]], "spin_multiplicity": 6, "homo_ev": [-16.890, -17.114], "max_force_ev_per_a": 1.3, "s_squared": 8.786, "charge": 3}



{"formula": "C11H12IN2O", "method": "ωB97M-V/def2-TZVPD", "symbols": ["C", "C", "C", "C", "C", "C", "C", "C", "C", "C", "C", "N", "N", "O", "I", "H", "H", "H", "H", "H", "H", "H", "H", "H", "H", "H", "H"], "positions_angstrom": [[0.665315, 2.721383, -0.641760], [1.434531, 1.672971, -1.110405], [-0.140917, 2.181546, 0.345763], [-1.852916, -1.450987, 2.314229], [-0.032033, -0.332417, 2.606907], [-1.685028, -0.766267, 1.134736], [-0.468243, -0.031458, 1.338030], [-2.587513, -0.820852, -0.000160], [1.694851, -0.737875, -0.531605], [-2.418783, -0.230903, -1.176838], [2.074134, -1.107041, -1.949609], [1.098773, 0.564686, -0.438775], [0.138250, 0.880104, 0.454375], [-0.869294, -1.185887, 3.175967], [3.452542, -0.799787, 0.804832], [0.695593, 3.739351, -0.970706], [2.185571, 1.672707, -1.874537], [-0.886218, 2.647674, 0.960883], [-2.623042, -2.133238, 2.616860], [0.816369, 0.010293, 3.168096], [-3.470269, -1.415378, 0.180803], [-1.559536, 0.366897, -1.430976], [-3.155842, -0.339927, -1.949556], [0.989143, -1.456158, -0.108274], [2.892185, -0.497667, -2.324601], [1.217441, -1.004991, -2.614356], [2.394937, -2.146777, -1.979325]], "forces_ev_per_angstrom": [[0.0, -0.1, 0.1], [-0.3, 0.2, 0.2], [0.3, 0.3, -0.3], [-0.5, 0.3, -1.4], [0.3, 0.7, -1.0], [0.1, -0.3, 0.7], [-0.1, -0.8, 1.1], [0.0, 0.0, -0.1], [0.4, -0.7, 0.5], [0.0, -0.1, 0.1], [0.1, 0.0, 0.0], [0.1, 0.3, -0.5], [-0.1, 0.4, 0.4], [0.3, -0.1, 0.7], [-0.6, 0.0, -0.4], [0.0, 0.2, -0.1], [0.2, -0.1, -0.1], [-0.1, -0.1, 0.1], [0.0, -0.1, 0.2], [0.1, 0.0, 0.1], [-0.2, -0.1, -0.1], [0.2, 0.1, 0.0], [-0.2, 0.0, -0.2], [0.1, 0.2, 0.0], [0.1, 0.0, 0.0], [-0.1, 0.0, 0.0], [0.0, 0.0, 0.1]], "homo_ev": -12.232, "relative_energy_kcal_mol": 0.0, "max_force_ev_per_a": 1.5, "smiles": "C=Cc1cocc1-[n+]1cccn1[C@@H](C)I", "charge": 1}



{"formula": "C2H3N3O", "method": "ωB97M-V/def2-TZVPD", "symbols": ["O", "C", "N", "C", "N", "N", "H", "H", "H"], "positions_angstrom": [[1.071928, 1.519000, -0.696567], [0.394675, 0.541879, -0.115709], [0.050784, 0.425886, 1.140146], [-0.868437, -0.585374, 1.055582], [-1.048262, -1.124994, -0.126554], [-0.106730, -0.477177, -0.936391], [0.959154, 1.415378, -1.658610], [-1.395301, -0.948312, 1.932277], [0.954575, -0.756955, -0.541037]], "forces_ev_per_angstrom": [[0.4, 0.1, 0.1], [-0.7, 1.1, 0.6], [-0.2, 0.6, -0.2], [-0.1, -0.3, -0.1], [0.9, -0.5, 0.7], [1.4, 0.0, 0.4], [0.1, 0.1, 0.3], [0.0, 0.2, -0.2], [-1.6, -1.3, -1.5]], "homo_ev": -10.307, "relative_energy_kcal_mol": 58.2, "max_force_ev_per_a": 2.6, "smiles": "Oc1ncn[nH]1"}



{"formula": "C4H12", "method": "ωB97M-V/def2-TZVPD", "symbols": ["C", "C", "H", "H", "H", "H", "H", "H", "C", "C", "H", "H", "H", "H", "H", "H"], "positions_angstrom": [[0.842192, 0.039847, 2.151413], [1.902942, 0.962710, 1.558215], [0.528649, 0.321403, 3.158684], [-0.027914, 0.079140, 1.505953], [1.230214, -0.975935, 2.212200], [2.487834, 0.464279, 0.784273], [2.633599, 1.338743, 2.279421], [1.485972, 1.821888, 1.031863], [-1.214119, -0.902966, -1.192447], [-1.548590, -0.123787, -2.470183], [-1.195147, -0.250994, -0.320080], [-2.008684, -1.623948, -1.027310], [-0.237120, -1.364579, -1.283770], [-2.413974, 0.518115, -2.324173], [-0.725959, 0.518317, -2.780834], [-1.739894, -0.822233, -3.283225]], "forces_ev_per_angstrom": [[0.3, 0.2, 0.0], [0.5, 0.3, -0.3], [0.0, 0.2, -0.1], [-0.2, -0.4, 0.0], [-0.2, -0.1, 0.0], [0.0, -0.3, 0.0], [-0.2, -0.1, 0.1], [-0.2, 0.1, 0.3], [-0.3, 0.6, -0.3], [0.3, 0.0, 0.2], [0.1, 0.1, 0.0], [0.2, -0.4, 0.2], [0.0, -0.4, 0.1], [-0.2, -0.1, -0.1], [0.1, 0.0, 0.0], [-0.1, 0.1, -0.1]], "homo_ev": -11.777, "relative_energy_kcal_mol": 2.9, "max_force_ev_per_a": 0.8, "smiles": "CC.CC"}